{
  "formula": "C6H17N3",
  "method": "wB97M-V/def2-TZVPD",
  "species": ["H", "H", "H", "H", "H", "C", "N", "C", "H", "C", "N", "C", "H", "N", "H", "H", "H", "C", "H", "H", "C", "H", "H", "H", "H", "H"],
  "coordinates": [[-1.577948, -0.504024, 2.814307], [2.498225, 0.907798, 1.650252], [2.611685, -0.676697, -0.152960], [-3.264106, 0.822105, 1.532730], [0.881888, 0.206993, 1.344146], [1.096019, -1.046706, -2.006663], [2.213852, 0.250237, -0.314918], [-1.322176, -1.330410, 2.167213], [-1.633987, 1.498701, 1.452373], [-1.991934, -0.120572, 0.048600], [1.157200, 0.274207, -1.394499], [-2.450160, 1.088016, 0.857529], [0.692107, -1.759107, -1.285675], [1.838446, 1.162329, -2.281227], [0.444491, -0.966841, -2.873869], [-2.817077, -0.481265, -0.575240], [-2.797445, 1.876088, 0.190132], [-1.471136, -1.275110, 0.850837], [-1.206115, 0.186523, -0.651161], [1.481748, 2.093061, -2.074387], [1.688813, 0.813916, 0.926587], [2.076222, -1.400345, -2.358585], [-1.255839, -2.165060, 0.265640], [1.288024, 1.800338, 0.696297], [2.815649, 0.981601, -1.486956], [-0.996446, -2.235776, 2.659498]],
  "forces_ev_per_a": [[0.020, 0.153, 0.010], [-0.002, 0.017, -0.002], [-0.511, -0.125, -0.094], [-0.018, 0.041, 0.035], [0.072, 0.021, 0.042], [0.064, 0.038, -0.026], [-0.967, -0.916, 0.599], [-0.139, -0.081, -0.002], [0.033, 0.005, 0.049], [0.077, 0.182, 0.012], [1.033, -0.417, 1.346], [0.061, -0.144, -0.100], [-0.077, 0.016, -0.065], [2.457, -0.271, 0.889], [-0.056, -0.093, 0.053], [0.016, -0.023, 0.035], [-0.041, 0.010, 0.017], [-0.287, -0.082, -0.050], [-0.030, -0.022, 0.024], [0.047, -0.004, 0.033], [-0.083, -0.037, -0.125], [0.013, 0.120, 0.045], [0.124, -0.033, 0.026], [0.072, 0.063, 0.074], [-1.996, 1.630, -2.799], [0.116, -0.046, -0.027]],
  "total_energy_ha": -402.91545,
  "homo_energy_ev": -8.6,
  "smiles": "CNN(C)N.C=CCC"
}

***

{
  "formula": "C6H17N3",
  "method": "wB97M-V/def2-TZVPD",
  "species": ["C", "H", "H", "H", "H", "H", "H", "H", "H", "H", "H", "C", "C", "H", "C", "H", "N", "H", "H", "N", "H", "H", "N", "H", "C", "C"],
  "coordinates": [[0.056184, -0.354507, 0.927335], [-2.182831, 2.070418, -0.757724], [-0.878780, -0.127947, 1.455687], [-2.692344, 0.724411, 0.279245], [1.743671, 1.773897, 1.475190], [1.204536, 0.695803, -2.105761], [1.177758, -0.850875, -1.588239], [2.329250, -1.747850, 1.175267], [1.871499, 1.374469, 3.054468], [0.012264, -1.432439, 0.724421], [-0.807691, -1.924195, -1.691741], [0.052078, 0.425531, -0.431225], [-2.421475, 1.001560, -0.743436], [0.105273, 1.498688, -0.211013], [-1.241053, 0.178953, -1.270163], [-2.019189, -1.679055, -0.418279], [1.153722, -0.141769, 1.894621], [3.143466, -0.683659, 2.308311], [-1.056982, 0.536215, -2.293357], [1.281297, 1.256420, 2.228214], [-2.448881, -1.421264, -2.108048], [2.902012, -0.147304, 0.646158], [1.227954, 0.113538, -1.268601], [-3.303992, 0.854923, -1.376432], [2.437493, -0.697777, 1.469333], [-1.645239, -1.296184, -1.374232]],
  "forces_ev_per_a": [[-0.022, 0.218, -0.145], [-0.037, -0.108, 0.074], [0.187, 0.140, -0.122], [0.032, 0.008, -0.064], [0.024, -0.219, 0.009], [-0.001, -0.181, 0.234], [0.048, 0.092, 0.055], [-0.136, 0.176, -0.016], [-0.322, -0.422, -0.258], [0.231, 0.163, 0.010], [-0.068, -0.031, 0.019], [0.006, -0.370, -0.383], [-0.037, 0.089, -0.115], [-0.047, -0.115, 0.029], [-0.583, 0.140, 0.614], [0.082, 0.054, -0.102], [0.239, 0.507, -0.423], [-0.230, 0.043, 0.040], [0.254, -0.002, 0.202], [-0.222, -0.139, -0.205], [0.132, 0.040, 0.079], [-0.118, -0.007, -0.108], [0.157, 0.047, 0.274], [0.083, -0.001, 0.114], [0.283, -0.153, 0.168], [0.066, 0.031, 0.021]],
  "total_energy_ha": -403.02965,
  "homo_energy_ev": -8.3,
  "smiles": "CC(C)[C@H](N)CN(C)N"
}

***

{
  "formula": "C6H17N3O7PS2",
  "method": "wB97M-V/def2-TZVPD",
  "species": ["N", "C", "O", "H", "H", "H", "C", "H", "S", "O", "O", "H", "C", "C", "O", "H", "N", "H", "H", "H", "H", "H", "H", "N", "P", "S", "C", "H", "H", "H", "O", "H", "H", "C", "O", "O"],
  "coordinates": [[1.013750, 4.748267, 0.408221], [-0.030114, -1.349709, -3.326824], [-1.346867, -6.201894, 0.031089], [-0.475021, 6.599446, -1.018131], [0.572253, -2.387414, -1.579913], [2.130050, 6.329935, 1.198292], [1.150242, 5.864790, 1.321414], [0.489419, -1.996410, -4.037802], [-0.793229, -5.193108, 0.857851], [0.107392, 3.561799, -1.260660], [-3.771304, -4.911354, 1.358722], [0.202672, -3.873210, 3.048148], [0.087920, 4.567100, -0.572232], [1.154744, 0.906051, -1.860124], [-0.350838, -5.736362, 4.177208], [-2.415957, -3.073907, 1.903263], [0.317072, -5.876226, 1.771385], [1.062764, 5.516008, 2.351772], [1.721206, 0.918231, -2.793891], [-2.422527, -4.898393, 3.321296], [0.383749, 6.610328, 1.138310], [0.019161, -0.325817, -3.682503], [-1.607607, 5.357436, -1.572208], [0.569554, -1.473052, -2.016597], [-2.528421, -4.475030, 1.989051], [0.523644, -5.188042, 3.191830], [1.137095, -0.488203, -1.269305], [-1.543365, 5.779282, 0.144888], [-1.076143, -1.660804, -3.287205], [1.629862, 1.575687, -1.154802], [-0.318436, -4.059612, 0.123925], [1.672354, 3.987287, 0.483849], [0.143885, 1.263267, -2.044280], [-0.949265, 5.651410, -0.760737], [1.610790, -0.720301, -0.169214], [1.896105, -5.202714, 3.534456]],
  "forces_ev_per_a": [[-0.058, 0.095, -0.061], [0.009, -0.297, 0.218], [-1.061, -1.389, -0.756], [-0.039, 0.039, 0.076], [-0.108, 0.061, 0.113], [-0.040, 0.109, 0.038], [0.180, -0.302, -0.024], [-0.035, 0.067, -0.097], [1.019, -0.924, 0.141], [-0.132, 0.338, -0.008], [-1.282, -0.487, -0.598], [-0.196, -0.008, -0.140], [0.028, -0.112, 0.003], [0.092, -0.323, -0.011], [-1.189, -0.111, 0.844], [0.506, 0.053, 0.412], [-0.675, 1.098, 0.375], [-0.042, 0.106, 0.039], [-0.085, 0.036, -0.050], [0.375, 0.287, 0.083], [-0.012, -0.008, -0.016], [0.003, 0.007, 0.011], [0.037, -0.063, -0.007], [0.150, 0.013, 0.094], [0.014, 0.187, -0.042], [0.301, -0.442, -0.776], [0.022, -0.013, -0.019], [0.026, 0.086, 0.004], [-0.028, 0.060, -0.095], [-0.027, -0.053, 0.036], [0.392, 1.625, -0.020], [-0.044, 0.014, 0.030], [0.051, 0.067, -0.075], [-0.009, -0.033, -0.032], [0.035, 0.071, -0.013], [1.823, 0.145, 0.321]],
  "total_energy_ha": -2067.54580,
  "homo_energy_ev": -5.8,
  "charge": -1
}

***

{
  "formula": "C6H17N4O2S",
  "method": "wB97M-V/def2-TZVPD",
  "species": ["H", "C", "H", "H", "N", "O", "S", "C", "H", "H", "O", "N", "C", "H", "C", "H", "H", "N", "H", "H", "H", "H", "H", "H", "C", "H", "N", "C", "H", "H"],
  "coordinates": [[2.105649, 1.005424, 1.934091], [1.123210, 0.971418, 2.424862], [-3.823806, -3.180931, -0.088987], [0.257421, 1.993823, -1.747231], [0.843832, -0.151237, -0.035809], [-2.746573, -0.100858, -0.747463], [-2.260840, -1.328318, -0.275897], [0.529764, 2.206575, -0.715906], [2.281607, 3.445965, -1.202759], [-4.087299, -1.946609, -1.407955], [-2.025726, -1.461497, 1.111543], [0.082800, 0.995308, 0.086473], [2.023845, 2.513230, -0.609803], [1.231985, -3.030399, -1.507950], [-3.343799, -2.538405, -0.865744], [0.000702, 2.443728, 1.411222], [1.041607, -0.123473, 2.774972], [1.492088, -2.126425, -1.094255], [2.402136, -2.170488, -0.628947], [1.741966, -0.123000, 0.418062], [-0.156080, 2.905354, -0.459642], [-1.096621, 1.095475, 1.756217], [-0.775660, -2.433618, -1.665436], [1.134708, 1.471546, 3.401504], [-0.019341, 1.401603, 1.509805], [-2.704212, -3.095813, -1.546017], [-0.655321, -1.641690, -1.045649], [0.553386, -1.266879, -0.697271], [2.225935, 2.571482, 0.524930], [2.622639, 1.698708, -1.010960]],
  "forces_ev_per_a": [[-0.171, 0.549, 0.341], [-0.359, -2.575, 1.024], [0.844, 0.641, -0.444], [0.164, -0.188, -0.310], [0.788, -0.468, -0.517], [-0.149, 1.303, -1.109], [0.664, 1.664, 1.808], [1.899, -4.033, -1.983], [-0.209, -1.014, 1.113], [0.135, -0.391, -0.047], [0.639, -0.593, 0.830], [-0.193, 0.609, 0.031], [-0.445, 0.989, 1.424], [0.004, 0.824, 0.554], [-0.095, -1.025, -0.628], [-0.216, 1.574, 0.532], [-0.148, 1.336, -0.768], [1.887, -1.119, 0.251], [-0.403, 0.444, -0.470], [0.499, -0.184, -0.160], [-1.586, 2.537, 1.158], [1.785, 0.324, 0.654], [0.640, 0.200, -0.006], [0.069, 0.420, -0.595], [-1.784, -1.481, -0.058], [-0.680, -0.671, -0.319], [-3.924, -0.371, -0.712], [0.085, 0.241, 0.397], [0.271, 0.533, -1.898], [-0.013, -0.073, -0.096]],
  "total_energy_ha": -1006.17242,
  "homo_energy_ev": -12.7,
  "charge": 1,
  "smiles": "CCN(CC)/[NH+]=C(/N)NS(C)(=O)=O"
}